Here is a structure of composition C40H34Br12N6O12 from the OMol25 dataset. Energies are from the ωB97M-V functional and the def2-TZVPD basis.

As for the energy above the lowest of the compared OMol25 structures with the same formula, charge and spin: 489.8 kJ/mol. The HOMO energy is -10.02 eV. The value obtained for the largest force on an atom is 0.087 Eh/bohr. The orbital gap is 9.084 eV. For the LUMO energy, the calculation gives -0.9393 eV.

Each line ends with the Löwdin charge.
Element x y z (Å)
C 8.78443 1.66845 10.13162  -1.4182
Br 9.53628 0.10552 9.03761  0.4615
Br 8.86545 3.52467 9.29210  0.5017
Br 9.58463 1.47117 11.95042  0.4977
H 7.74515 1.37370 10.27699  -0.0426
C 2.38816 9.12598 2.90192  -1.3675
Br 3.27984 10.47759 4.22438  0.4445
Br 3.64879 8.48126 1.48948  0.4923
Br 0.78991 9.93316 1.90713  0.4611
H 2.08545 8.25410 3.48183  -0.0307
C -8.36502 7.35225 9.69905  -1.5345
Br -7.29362 8.96165 9.45782  0.5373
Br -7.70756 5.90287 8.44804  0.4916
Br -10.25868 7.84355 9.59793  0.5382
H -8.30183 6.94756 10.70917  -0.0326
C 2.09950 7.45601 12.01052  -1.4566
Br 0.99559 7.30227 13.61578  0.5143
Br 3.60346 8.73002 12.44029  0.4871
Br 0.86893 8.22343 10.59438  0.4714
H 2.49937 6.49496 11.68712  -0.0162
C 8.46495 -3.58907 -2.19922  -0.0500
C 8.40136 -4.50556 -1.16036  -0.0807
C 9.09858 -5.64692 -1.24303  -0.0670
C 9.83889 -5.99947 -2.28414  -0.1452
C 9.90695 -5.15477 -3.43545  0.0228
C 9.22859 -3.91155 -3.36694  -0.0467
N 10.58779 -7.27937 -2.30974  -0.3333
O 10.61709 -7.94603 -1.29524  0.0818
O 10.93581 -7.67328 -3.42789  0.0644
H 8.10848 -2.57308 -2.11504  0.1005
H 7.82789 -4.38134 -0.25366  0.1142
H 9.05626 -6.31877 -0.39849  0.1296
H 10.57836 -5.25256 -4.27572  0.1117
H 9.37842 -3.20345 -4.16854  0.0980
C -3.70399 -8.33184 -7.74310  -0.0361
C -2.69509 -7.99188 -6.89053  -0.1175
C -2.72608 -6.91413 -6.10958  -0.0261
C -3.84172 -6.04526 -6.11488  -0.0952
C -4.88825 -6.32816 -7.09240  -0.0059
C -4.80553 -7.41618 -7.88716  -0.0712
N -3.95269 -4.92429 -5.19748  -0.3395
O -5.10207 -4.50197 -4.99886  0.0595
O -2.96785 -4.47788 -4.60050  0.0658
H -3.65975 -9.23609 -8.33197  0.1057
H -1.78197 -8.53854 -6.70679  0.1158
H -1.85922 -6.73492 -5.49085  0.1224
H -5.72369 -5.68654 -7.33066  0.1156
H -5.63656 -7.70758 -8.51237  0.1065
C -9.37110 5.17183 -6.07149  -0.0448
C -8.64566 5.84706 -7.10737  -0.0713
C -7.27616 5.73038 -7.19690  -0.0347
C -6.59374 4.79969 -6.44472  -0.1231
C -7.28832 4.13317 -5.35740  0.0154
C -8.66983 4.26707 -5.24340  -0.0725
N -5.18132 4.52164 -6.72658  -0.3720
O -4.65188 5.23958 -7.48645  0.1161
O -4.73508 3.44990 -6.27674  0.0549
H -10.44594 5.25219 -6.13970  0.0977
H -9.12214 6.61511 -7.69852  0.1022
H -6.98127 6.33426 -8.04234  0.1201
H -6.72186 3.46330 -4.72748  0.1100
H -9.18980 3.69643 -4.48816  0.1019
C -4.21467 -0.21738 10.50842  -0.0708
C -5.52492 -0.76938 10.40545  -0.0490
C -6.06035 -1.31011 9.20470  0.0092
C -5.20876 -1.41800 8.09222  -0.1568
C -3.97373 -0.86801 8.20649  -0.0162
C -3.45405 -0.31952 9.38886  -0.0791
N -5.69338 -1.91993 6.79164  -0.3382
O -6.75833 -2.49959 6.87045  0.0825
O -4.99047 -1.77201 5.79155  0.0760
H -3.97495 0.33175 11.40697  0.1074
H -6.26658 -0.62295 11.17674  0.0963
H -7.07665 -1.67361 9.16748  0.1116
H -3.27649 -0.99535 7.39161  0.1186
H -2.42850 -0.00784 9.52114  0.1086
C -0.64154 2.54229 1.66575  -0.0847
C -0.89788 2.77060 3.02615  -0.0465
C 0.19611 2.68922 3.88080  -0.0101
C 1.50603 2.44116 3.44613  -0.1721
C 1.76399 2.26298 2.08199  0.0379
C 0.61526 2.22625 1.21737  -0.0629
N 2.59553 2.37360 4.35883  -0.3254
O 3.74073 2.12328 3.96580  0.0750
O 2.28455 2.63525 5.54861  0.0449
H -1.41327 2.58208 0.91126  0.1061
H -1.80895 3.06892 3.52349  0.1078
H 0.04036 2.75659 4.94739  0.1128
H 2.73716 2.03382 1.67354  0.1135
H 0.62101 1.90136 0.18741  0.1039
C 3.51908 -1.88871 -8.28357  -0.0607
C 3.50761 -2.91511 -7.37757  -0.1101
C 3.95753 -4.13398 -7.73543  -0.0165
C 4.45489 -4.39401 -9.05544  -0.0834
C 4.61709 -3.29527 -9.97665  -0.0002
C 4.18028 -2.03240 -9.55336  -0.0503
N 4.88642 -5.77202 -9.48514  -0.3599
O 5.29478 -5.87375 -10.60666  0.0790
O 4.99729 -6.67533 -8.65909  0.0616
H 3.04383 -0.96911 -7.97559  0.1031
H 3.06644 -2.69802 -6.41598  0.1139
H 3.89239 -4.97471 -7.06064  0.1149
H 5.10616 -3.37878 -10.93593  0.1095
H 4.37987 -1.22556 -10.24296  0.0991

Here is a cluster of 2 separate species, C4H9BrF2O3SSi in total from the OMol25 dataset. Energies are from the ωB97M-V functional and the def2-TZVPD basis.

As for the energy above the lowest of the compared OMol25 structures with the same formula, charge and spin: 0.0 kJ/mol. The HOMO energy (alpha / beta) is -9.92 / -10.14 eV. The value obtained for the largest force on an atom is 0.089 Eh/bohr. The orbital gap (alpha / beta) is 8.140 / 8.069 eV. For the LUMO energy (alpha / beta), the calculation gives -1.7800 / -2.0721 eV.

Each line ends with the natural charge from an NBO analysis.
Element x y z (Å)
C -0.17541 -0.76441 -1.52322  -1.1052
C -2.73005 0.66097 -0.22787  -1.1267
C -1.09461 -1.30382 1.57744  -1.0700
C 3.22463 -0.28659 -0.06958  0.5996
O 1.50266 3.00824 0.97908  -0.8490
O 0.94245 2.38297 -1.30896  -0.8617
O 0.09814 1.04571 0.75694  -1.0278
F 3.72975 -0.48274 -1.26565  -0.3081
F 4.13106 0.36659 0.65570  -0.3293
Si -0.97935 -0.02383 0.07994  1.7953
S 1.17548 1.96907 0.05691  2.1008
Br 2.84901 -1.88350 1.01337  0.0112
H 0.71991 -0.17682 -1.67505  0.2406
H 0.10974 -1.78713 -1.26989  0.2440
H -0.96531 -0.66932 -2.28257  0.2468
H -3.46806 -0.14776 -0.17864  0.2497
H -3.03925 1.33656 0.53192  0.2475
H -2.69472 1.15510 -1.25164  0.2434
H -2.18745 -1.35494 1.90579  0.2353
H -0.75962 -2.19907 1.24428  0.2224
H -0.38900 -0.84529 2.25168  0.2412

Here is an isolated molecule of C26H29N3O3S from the OMol25 dataset. Energies are from the ωB97M-V functional and the def2-TZVPD basis.

As for the energy above the lowest of the compared OMol25 structures with the same formula, charge and spin: 12.1 kJ/mol. The HOMO energy is -8.40 eV. The value obtained for the largest force on an atom is 0.012 Eh/bohr. The SMILES is COc1ccc(CN(C(=O)Cc2cccs2)[C@H](C(=O)NC2CCCC2)c2ccncc2)cc1. The orbital gap is 8.962 eV. For the LUMO energy, the calculation gives 0.5614 eV.

Each line ends with the natural charge from an NBO analysis.
Element x y z (Å)
C -5.82933 -1.96190 -3.21192  -0.2512
O -5.48256 -2.51329 -1.96491  -0.4899
C -4.23989 -2.27214 -1.47062  0.3127
C -3.24388 -1.55785 -2.12552  -0.3269
C -2.01478 -1.36732 -1.51729  -0.1387
C -1.75137 -1.87430 -0.25490  -0.0788
C -0.42384 -1.64312 0.43018  -0.2490
N 0.14518 -0.34692 0.12694  -0.4226
C 1.15899 -0.10184 -0.72745  0.7055
O 1.69674 0.99399 -0.78250  -0.6571
C 1.60581 -1.25018 -1.63349  -0.5334
C 2.14918 -0.69608 -2.90595  -0.1783
C 3.43782 -0.43709 -3.24686  -0.2406
C 3.56566 0.13523 -4.53395  -0.2509
C 2.37113 0.30826 -5.14931  -0.4077
S 1.06094 -0.22071 -4.16976  0.4170
C -0.31589 0.77329 0.96026  -0.1610
C 0.56321 0.72453 2.22357  0.6871
O 0.31095 0.04476 3.20005  -0.6509
N 1.68007 1.45458 2.08322  -0.6087
C 2.76959 1.42809 3.03587  -0.0666
C 3.21814 2.85628 3.39097  -0.4085
C 4.45122 3.09977 2.52531  -0.4040
C 5.15743 1.74815 2.56401  -0.4009
C 4.01384 0.74020 2.43028  -0.4175
C -1.81052 0.72177 1.15158  0.0054
C -2.43450 0.18138 2.26790  -0.2590
C -3.82107 0.15168 2.30114  0.0411
N -4.58976 0.60421 1.32785  -0.4140
C -3.99558 1.13105 0.27127  0.0355
C -2.62163 1.22176 0.13589  -0.2376
C -2.74955 -2.59580 0.39141  -0.1795
C -3.97411 -2.79633 -0.20422  -0.2449
H -5.20172 -2.35863 -4.01679  0.1750
H -6.86354 -2.25443 -3.38587  0.2017
H -5.75971 -0.86956 -3.20062  0.1759
H -3.40835 -1.13847 -3.10526  0.2195
H -1.26550 -0.79197 -2.04175  0.1978
H -0.56040 -1.69633 1.51486  0.2385
H 0.28735 -2.42852 0.15977  0.2216
H 2.39184 -1.80311 -1.11076  0.2492
H 0.77569 -1.92148 -1.85000  0.2368
H 4.27320 -0.64836 -2.60345  0.2206
H 4.50841 0.40356 -4.97604  0.2243
H 2.16865 0.71595 -6.11959  0.2351
H -0.07437 1.68473 0.39998  0.2490
H 1.88663 1.85348 1.17534  0.4247
H 2.38882 0.89434 3.90972  0.2368
H 2.42172 3.57678 3.21186  0.2185
H 3.49192 2.90230 4.44517  0.2069
H 5.07263 3.91085 2.90119  0.2135
H 4.15462 3.33559 1.50223  0.1956
H 5.89789 1.63702 1.77369  0.2121
H 5.65847 1.62329 3.52509  0.1965
H 3.82314 0.53157 1.37591  0.2096
H 4.23635 -0.20340 2.92523  0.2170
H -1.85626 -0.19799 3.09409  0.2572
H -4.34369 -0.26268 3.15315  0.1914
H -4.65670 1.50010 -0.50211  0.1906
H -2.18582 1.66275 -0.74810  0.2176
H -2.56435 -2.99556 1.37750  0.2140
H -4.75459 -3.34590 0.29652  0.2270